# 1
{
  "formula": "C41H29F2N5O7PrS",
  "method": "wB97M-V/def2-TZVPD",
  "s_squared": 2.002,
  "total_charge": -1,
  "gap_ha": [0.22219, 0.23544],
  "multiplicity": 3,
  "elements": ["Pr", "C", "O", "C", "C", "C", "C", "C", "C", "N", "N", "C", "O", "C", "C", "C", "C", "C", "C", "C", "O", "H", "H", "H", "H", "H", "H", "H", "H", "H", "H", "H", "H", "F", "C", "C", "C", "C", "C", "F", "C", "C", "C", "C", "C", "C", "N", "H", "H", "H", "H", "H", "H", "O", "S", "O", "N", "C", "C", "C", "C", "C", "C", "C", "C", "N", "C", "C", "C", "C", "C", "C", "C", "H", "H", "H", "H", "H", "H", "H", "H", "H", "H", "H", "O", "O"],
  "coordinates": [[0.941, 0.326, 0.753], [1.657, -3.955, 2.262], [2.633, -4.363, 1.308], [2.310, -4.122, 0.008], [2.559, -5.104, -0.911], [2.334, -4.907, -2.290], [1.820, -3.706, -2.699], [1.525, -2.676, -1.775], [0.953, -1.469, -2.317], [0.452, -0.489, -1.650], [-0.011, 0.514, -2.502], [-0.615, 1.481, -1.970], [-0.820, 1.560, -0.599], [-0.978, 2.688, -2.757], [-1.092, 2.624, -4.143], [-1.379, 3.768, -4.869], [-1.550, 4.988, -4.220], [-1.431, 5.053, -2.840], [-1.147, 3.904, -2.109], [1.823, -2.832, -0.386], [1.696, -1.898, 0.459], [2.078, -4.171, 3.242], [0.730, -4.524, 2.130], [1.448, -2.891, 2.179], [2.957, -6.043, -0.541], [2.558, -5.693, -3.001], [1.618, -3.524, -3.751], [0.914, -1.393, -3.404], [-0.944, 1.669, -4.634], [-1.467, 3.712, -5.948], [-1.766, 5.883, -4.791], [-1.549, 6.000, -2.327], [-1.017, 3.960, -1.034], [-5.334, 0.237, -0.844], [-4.361, 0.933, -0.230], [-3.098, 0.922, -0.765], [-2.106, 1.627, -0.109], [-2.331, 2.376, 1.063], [-3.638, 2.314, 1.525], [-3.970, 2.974, 2.653], [-4.665, 1.616, 0.923], [-1.244, 3.189, 1.730], [-1.475, 4.201, 2.659], [-0.385, 4.904, 3.160], [0.892, 4.613, 2.714], [1.024, 3.595, 1.786], [-0.012, 2.901, 1.336], [-2.876, 0.355, -1.659], [-5.657, 1.609, 1.351], [-2.470, 4.443, 2.991], [-0.547, 5.681, 3.898], [1.760, 5.147, 3.076], [1.986, 3.291, 1.382], [-0.026, 0.080, 5.018], [0.632, -0.088, 3.746], [1.135, 1.124, 3.096], [-0.210, -0.781, 2.619], [-1.014, -1.896, 2.829], [-1.252, -2.535, 4.028], [-2.070, -3.685, 4.098], [-2.653, -4.217, 2.989], [-2.429, -3.599, 1.734], [-2.967, -4.119, 0.535], [-2.698, -3.509, -0.649], [-1.889, -2.353, -0.641], [-1.381, -1.828, 0.440], [-1.629, -2.441, 1.640], [2.107, -1.026, 4.045], [3.124, -1.030, 3.084], [4.319, -1.664, 3.379], [4.488, -2.303, 4.604], [3.466, -2.306, 5.544], [2.268, -1.657, 5.270], [-0.817, -2.136, 4.934], [-2.230, -4.151, 5.064], [-3.276, -5.103, 3.046], [-3.581, -5.013, 0.577], [-3.079, -3.892, -1.586], [-1.654, -1.853, -1.576], [3.024, -0.531, 2.125], [5.109, -1.673, 2.638], [5.426, -2.801, 4.826], [3.604, -2.800, 6.498], [1.470, -1.613, 6.000], [2.896, 0.935, 0.516], [2.015, 1.547, -0.518]]
}

---

# 2
{
  "formula": "C10H9NO",
  "method": "wB97M-V/def2-TZVPD",
  "gap_ha": 0.27410,
  "multiplicity": 1,
  "smiles": "Nc1ccc(O)c2ccccc12",
  "de_lowest_kcal_mol": 42.3,
  "elements": ["N", "C", "C", "C", "C", "O", "C", "C", "C", "C", "C", "C", "H", "H", "H", "H", "H", "H", "H", "H", "H"],
  "coordinates": [[-1.758, -2.022, 0.442], [-0.904, -1.349, -0.258], [-0.330, -1.855, -1.391], [0.702, -1.098, -1.939], [1.358, 0.016, -1.317], [2.479, 0.559, -1.700], [0.584, 0.638, -0.221], [1.181, 1.650, 0.425], [0.501, 2.234, 1.539], [-0.708, 1.739, 1.856], [-1.172, 0.576, 1.228], [-0.430, -0.098, 0.280], [-2.185, -1.566, 1.229], [-2.230, -2.900, 0.221], [-0.699, -2.777, -1.926], [1.108, -1.330, -2.897], [3.094, -0.194, -1.783], [2.097, 2.039, 0.099], [0.877, 3.113, 2.218], [-1.391, 2.237, 2.458], [-2.173, 0.390, 1.439]]
}

---

# 3
{
  "formula": "C26H34N2O4",
  "method": "wB97M-V/def2-TZVPD",
  "gap_ha": 0.30342,
  "multiplicity": 1,
  "smiles": "COc1cc([C@H]2[C@@H]3CCCC[C@]3(O)CCN2CC(=O)Nc2ccc(C)cc2C)ccc1O",
  "de_lowest_kcal_mol": 1.1,
  "elements": ["C", "O", "C", "C", "C", "C", "C", "C", "C", "C", "C", "C", "O", "C", "C", "N", "C", "C", "O", "N", "C", "C", "C", "C", "C", "C", "C", "C", "C", "C", "C", "O", "H", "H", "H", "H", "H", "H", "H", "H", "H", "H", "H", "H", "H", "H", "H", "H", "H", "H", "H", "H", "H", "H", "H", "H", "H", "H", "H", "H", "H", "H", "H", "H", "H", "H"],
  "coordinates": [[1.680, 3.697, 1.727], [2.052, 3.294, 0.427], [1.364, 2.244, -0.127], [0.143, 1.769, 0.317], [-0.441, 0.649, -0.267], [-1.736, 0.097, 0.292], [-2.735, -0.112, -0.860], [-3.081, 1.219, -1.539], [-3.987, 2.097, -0.680], [-5.261, 1.342, -0.318], [-4.926, 0.048, 0.419], [-4.019, -0.844, -0.435], [-4.791, -1.188, -1.576], [-3.596, -2.125, 0.295], [-2.657, -1.839, 1.453], [-1.444, -1.139, 1.040], [-0.684, -0.836, 2.247], [0.777, -0.447, 2.043], [1.291, 0.428, 2.712], [1.402, -1.245, 1.150], [2.693, -1.125, 0.619], [3.577, -0.145, 1.055], [4.825, -0.020, 0.478], [5.227, -0.873, -0.540], [6.563, -0.707, -1.198], [4.349, -1.868, -0.946], [3.091, -2.017, -0.386], [2.183, -3.117, -0.857], [0.207, 0.039, -1.331], [1.405, 0.531, -1.815], [1.999, 1.628, -1.218], [3.191, 2.094, -1.669], [2.478, 4.351, 2.075], [0.739, 4.255, 1.716], [1.591, 2.833, 2.392], [-0.351, 2.250, 1.145], [-2.159, 0.841, 0.988], [-2.250, -0.753, -1.605], [-2.160, 1.750, -1.787], [-3.607, 0.996, -2.470], [-3.466, 2.403, 0.230], [-4.238, 3.003, -1.234], [-5.806, 1.092, -1.229], [-5.904, 1.963, 0.309], [-4.436, 0.281, 1.364], [-5.843, -0.504, 0.632], [-4.252, -1.728, -2.165], [-4.479, -2.649, 0.664], [-3.089, -2.778, -0.422], [-2.346, -2.789, 1.900], [-3.196, -1.269, 2.229], [-1.157, -0.035, 2.841], [-0.667, -1.737, 2.870], [0.788, -1.885, 0.664], [3.274, 0.523, 1.843], [5.493, 0.755, 0.823], [6.898, -1.642, -1.642], [7.308, -0.368, -0.482], [6.492, 0.040, -1.989], [4.654, -2.548, -1.729], [2.688, -3.724, -1.603], [1.895, -3.766, -0.029], [1.278, -2.710, -1.309], [-0.214, -0.842, -1.790], [1.912, 0.058, -2.640], [3.467, 2.806, -1.075]]
}

---

# 4
{
  "formula": "C3H3ClNO",
  "method": "wB97M-V/def2-TZVPD",
  "total_charge": 1,
  "gap_ha": [0.28103, 0.32670],
  "multiplicity": 1,
  "de_lowest_kcal_mol": 136.7,
  "elements": ["C", "C", "C", "N", "O", "Cl", "H", "H", "H"],
  "coordinates": [[0.530, -0.695, -0.643], [-0.384, 0.300, -1.047], [0.071, -0.532, 0.817], [-0.705, 0.486, 0.230], [-1.448, 1.834, 1.017], [1.527, 0.205, 1.417], [1.439, -1.022, -1.072], [-0.712, 0.790, -2.045], [-0.319, -1.365, 1.325]]
}

---

# 5
{
  "formula": "C7H10N7O",
  "method": "wB97M-V/def2-TZVPD",
  "total_charge": 1,
  "gap_ha": 0.25369,
  "multiplicity": 1,
  "smiles": "C=N/C=C\\NC(=O)NC(=[NH2+])c1cn[nH]n1",
  "de_lowest_kcal_mol": 50.2,
  "elements": ["C", "N", "C", "C", "N", "C", "O", "N", "C", "N", "C", "C", "N", "N", "N", "H", "H", "H", "H", "H", "H", "H", "H", "H", "H"],
  "coordinates": [[-4.428, 1.457, -0.084], [-3.268, 0.886, 0.004], [-2.217, 0.939, -0.865], [-1.210, 0.035, -0.770], [-1.430, -1.099, -0.059], [-0.588, -2.131, 0.286], [-0.953, -3.227, 0.768], [0.774, -1.675, 0.101], [1.189, -0.465, 0.636], [0.484, 0.030, 1.642], [2.467, 0.016, 0.211], [3.109, -0.364, -0.951], [4.111, 0.458, -1.087], [4.089, 1.205, 0.031], [3.187, 0.979, 0.856], [-4.935, 1.633, 0.800], [-4.708, 1.943, -1.080], [-2.172, 1.842, -1.513], [-0.285, 0.213, -1.389], [-2.414, -1.435, 0.127], [1.384, -2.516, -0.165], [0.724, 0.892, 2.024], [-0.332, -0.433, 2.022], [2.603, -1.062, -1.632], [4.818, 1.879, 0.087]]
}

---

# 6
{
  "formula": "C4H8O",
  "method": "wB97M-V/def2-TZVPD",
  "gap_ha": 0.40408,
  "multiplicity": 1,
  "smiles": "OC1CCC1",
  "de_lowest_kcal_mol": 21.3,
  "elements": ["O", "C", "C", "C", "C", "H", "H", "H", "H", "H", "H", "H", "H"],
  "coordinates": [[-1.638, -0.607, 1.002], [-0.856, 0.195, 0.146], [0.533, 0.626, 0.676], [1.200, -0.076, -0.531], [-0.178, -0.641, -0.952], [-1.875, -0.075, 1.772], [-1.449, 1.033, -0.251], [0.758, 0.146, 1.634], [0.704, 1.705, 0.752], [1.960, -0.820, -0.277], [1.632, 0.618, -1.257], [-0.295, -1.709, -0.748], [-0.495, -0.422, -1.975]]
}

---

no.,strongest force on any atom (eV/Å)
1,2.3
2,6.9
3,0.7
4,8.0
5,5.1
6,0.3